Record 1
The following is a quantum chemistry calculation of a cluster of 2 separate species, C7H9N3O in total, from the Open Molecules 2025 dataset.

```
20
Properties=species:S:1:pos:R:3:nbo_charge:R:1
O -2.5159 -2.8956 -0.4269 -0.599
N 1.3433 -0.7732 -1.3594 -0.258
N 4.5524 -2.2105 1.2068 -0.251
N -2.2918 -0.6731 -0.0012 -0.630
C -2.9410 0.6018 0.3049 -0.213
C -1.8462 1.6309 0.5428 -0.612
C 3.6169 -0.2085 -0.2352 -0.246
C -2.9905 -1.8243 -0.1184 0.537
C 4.2022 -1.3021 0.5672 0.253
C 4.3953 0.8380 -0.5380 -0.210
C 2.3466 -0.4776 -0.8506 0.262
H -1.1735 1.6444 -0.3021 0.206
H -1.2554 1.3625 1.4244 0.212
H -3.5986 0.4808 1.1957 0.196
H -3.5936 0.9246 -0.5186 0.183
H 4.0397 1.6176 -1.2087 0.222
H 5.3742 0.9698 -0.0928 0.228
H -2.2579 2.6239 0.6625 0.217
H -1.3439 -0.6614 -0.3504 0.409
H -4.0622 -1.6679 0.0980 0.095
```

Values from the calculation:
LUMO (eV): -0.99
HOMO (Eh): -0.349
Frontier orbital gap (Eh): 0.3126
Total charge: 0

---

Record 2
The following is a quantum chemistry calculation of a structure of composition C23H34NO3S2SbSeTi, from the Open Molecules 2025 dataset.

```
66
Properties=species:S:1:pos:R:3:lowdin_spin:R:1
Sb 0.2386 -3.2246 0.2943 0.004
Se -1.3980 3.0836 0.3593 -0.002
Ti -0.6766 0.6608 -0.4931 0.990
S -2.7730 -0.5157 -0.4101 -0.003
S -0.5869 0.1387 1.9277 0.005
O 1.1620 0.0711 -3.5688 0.308
O 0.0822 -0.7135 -1.7490 0.092
O -0.2222 1.3822 -2.3452 0.115
N 0.1711 0.1552 -2.8060 0.437
C -1.1844 -3.4809 3.0122 0.000
C 2.5707 0.7486 -0.5480 0.012
C -2.6635 5.4244 -0.6864 -0.001
C -3.2117 -0.2860 1.2855 0.002
C 2.1774 2.0304 -0.1769 0.008
C -2.1412 4.1715 -1.0286 0.001
C -3.2339 6.2560 -1.6389 0.000
C -0.7323 -3.8052 -1.5414 0.000
C 2.5406 1.9041 3.6007 0.000
C -1.5109 -3.5067 1.5239 0.001
C -2.7839 4.6160 -3.3191 0.000
C -4.6943 -0.3826 1.5383 -0.001
C -2.3131 -0.0294 2.2502 0.013
C -2.2151 3.7790 -2.3686 0.000
C 2.1158 -5.4053 1.5451 0.000
C -2.7003 0.1610 3.7014 0.002
C 2.9899 -0.1432 0.4340 0.005
C 2.1941 2.4063 1.1618 0.001
C -3.2981 5.8587 -2.9689 0.000
C 3.0069 0.2405 1.7644 0.000
C 0.2419 -3.8573 -2.7125 0.000
C 0.9542 -5.2886 0.5619 0.001
C 2.6009 1.5177 2.1471 0.002
H -0.2570 -4.1534 -3.6414 0.000
H -2.8201 4.2872 -4.3524 0.000
H -5.2074 0.4629 1.0707 0.000
H -3.6306 7.2209 -1.3386 0.000
H -3.4594 -0.5524 4.0324 0.001
H -1.2170 -4.7709 -1.3666 0.000
H -2.1927 -2.6942 1.2653 0.000
H 3.4678 2.3837 3.9304 0.000
H 1.8063 3.3794 1.4406 0.000
H 0.6909 -2.8770 -2.8746 0.000
H 1.8392 -5.0263 2.5325 0.000
H -1.8203 0.0322 4.3320 0.000
H 2.3722 1.0256 4.2249 0.000
H 3.2791 -0.4800 2.5291 0.000
H -5.0977 -1.2911 1.0805 0.000
H 0.1033 -5.8955 0.8883 0.000
H 2.4610 -6.4380 1.6746 0.000
H 2.9706 -4.8118 1.2115 0.000
H -4.9456 -0.3861 2.5991 0.000
H -0.7031 -2.5361 3.2758 0.000
H 1.7182 2.5982 3.7751 0.000
H 3.2468 -1.1587 0.1598 0.000
H -1.9658 -4.4557 1.2229 0.000
H 2.5092 0.4366 -1.5840 0.007
H -2.6200 5.7397 0.3499 0.000
H -0.5093 -4.2967 3.2934 0.000
H -2.0863 -3.5745 3.6263 0.000
H -3.0846 1.1711 3.8780 0.000
H 1.8030 2.7141 -0.9283 0.002
H -1.5065 -3.0551 -1.7128 0.000
H -3.7395 6.5059 -3.7187 0.000
H -1.8047 2.8219 -2.6633 0.000
H 1.0487 -4.5770 -2.5341 0.000
H 1.2488 -5.6530 -0.4262 0.000
```

Values from the calculation:
Expectation value of S²: 2.009
LUMO (alpha / beta) (eV): 4.76 / 4.75
HOMO (alpha / beta) (Eh): -0.040 / -0.047
Frontier orbital gap (alpha / beta) (Eh): 0.2149 / 0.2217
Total charge: -2
Multiplicity: 3

---

Record 3
The following is a quantum chemistry calculation of the molecule C3H2N2, from the Open Molecules 2025 dataset.

```
7
Properties=species:S:1:pos:R:3:nbo_charge:R:1
N 1.7503 -0.2974 0.0986 -0.656
N -0.4941 -0.4054 0.0968 -0.632
C 0.6732 -0.9678 -0.2113 0.344
C -0.7521 0.8645 -0.0722 -0.008
C 1.8545 0.9001 -0.1046 0.439
H -1.8221 0.9303 0.0468 0.119
H -1.2096 -1.0243 0.1459 0.394
```

Values from the calculation:
LUMO (alpha / beta) (eV): -1.20 / -1.20
HOMO (alpha / beta) (Eh): -0.338 / -0.338
Frontier orbital gap (alpha / beta) (Eh): 0.2940 / 0.2941
Total charge: 0

---

Record 4
The following is a quantum chemistry calculation of a structure of composition C24H26CdN3O9, from the Open Molecules 2025 dataset.

```
63
Properties=species:S:1:pos:R:3:nbo_charge:R:1
Cd 0.3109 -0.3570 -0.3131 1.727
O -0.0166 1.9969 3.4645 -0.586
O 4.2290 0.9431 -0.7898 -0.682
O -4.5517 -0.2350 2.3638 -0.711
O 1.3022 2.3055 0.7125 -0.544
O 0.2753 0.4380 -2.3203 -0.856
O 2.4166 -0.2098 -0.1818 -0.877
O 1.4532 0.3410 3.1072 -0.673
O -0.6968 -1.5717 1.3584 -0.815
O -0.4119 -2.5869 -1.3138 -0.612
N -1.7192 0.3046 -0.2543 -0.452
N -2.5019 -0.2466 0.7380 -0.533
N -1.8444 -4.1966 -2.0241 -0.652
C -2.3778 -3.1266 2.9191 -0.156
C -0.0349 2.1285 -3.9070 -0.268
C 1.8616 2.4101 2.0288 -0.166
C -0.7776 3.1480 -4.4450 -0.194
C -1.2350 -2.9438 -2.1251 0.731
C -4.3648 -3.3250 4.2334 -0.188
C -2.2644 1.2144 -0.9771 0.144
C -1.7772 -2.0675 -3.2293 -0.526
C -1.6865 1.8301 -2.1453 -0.265
C 0.9955 1.5787 2.9588 0.770
C -2.4223 2.8718 -2.7374 -0.140
C -2.8005 -1.8975 2.4188 -0.240
C -2.7379 -4.3226 -0.8673 -0.220
C -1.9951 3.5284 -3.8655 -0.314
C -1.9108 -1.1901 1.4523 0.593
C -3.1521 -3.8522 3.8063 -0.279
C 2.3169 2.2345 -0.2951 -0.195
C -4.0466 -1.3840 2.8322 0.428
C -4.8051 -2.1054 3.7558 -0.312
C -3.3202 -2.0574 -3.1249 -0.399
C 3.0601 0.8684 -0.4275 0.753
C -0.4444 1.4148 -2.7426 0.400
C -4.0541 -3.5869 -1.1498 -0.412
C -3.8511 -2.1548 -1.6764 -0.424
H -3.9140 0.0753 1.6595 0.508
H -4.9771 -3.8727 4.9397 0.201
H -3.3572 3.1665 -2.2708 0.196
H -2.9243 -5.3788 -0.6655 0.194
H -5.7518 -1.6880 4.0744 0.212
H -4.6449 -3.5482 -0.2305 0.221
H -1.4582 -2.4364 -4.2074 0.224
H -2.5872 4.3245 -4.2980 0.200
H -3.1807 -1.6157 -1.0033 0.229
H 0.9048 1.8259 -4.3529 0.209
H -3.2762 1.5311 -0.7097 0.171
H -2.3335 -4.4465 -2.8734 0.358
H 1.8144 3.4544 2.3445 0.188
H -1.4231 -3.5043 2.5752 0.235
H -0.4167 3.6721 -5.3229 0.199
H 0.6952 -0.2440 3.3228 0.512
H 3.0509 3.0197 -0.1027 0.181
H -3.6775 -1.1262 -3.5677 0.221
H -2.8154 -4.8155 4.1675 0.204
H -4.8171 -1.6484 -1.6283 0.214
H -4.6301 -4.1594 -1.8873 0.180
H 1.8232 2.4241 -1.2484 0.217
H -1.3663 -1.0683 -3.0926 0.263
H -2.2318 -3.8865 -0.0056 0.226
H 2.8914 2.0485 2.0446 0.200
H -3.7461 -2.8739 -3.7176 0.181
```

Values from the calculation:
LUMO (eV): 2.64
HOMO (Eh): -0.179
Frontier orbital gap (Eh): 0.2757
Total charge: -1

---

Record 5
The following is a quantum chemistry calculation of a structure of composition C31H49CeClO2P2, from the Open Molecules 2025 dataset.

```
86
Properties=species:S:1:pos:R:3:lowdin_charge:R:1
Ce -0.1311 0.0899 -0.1592 0.980
Cl 0.5951 -0.5310 9.2300 0.715
P 0.8490 -2.4254 -0.3234 0.757
P 1.6661 2.0229 0.5701 0.740
O 0.4277 -0.2377 2.3816 -0.179
O 2.5149 -0.9317 2.9000 -0.015
C 1.1444 -1.2743 -5.3122 -0.164
C -3.1112 1.2449 -2.1722 -0.001
C 1.3872 0.5414 -3.4692 -0.114
C 0.7975 -0.5105 7.5196 -0.657
C -1.9971 1.6923 0.0514 -0.306
C -1.2251 -0.7304 -4.7609 -0.106
C -1.1135 0.5402 -5.5655 -0.158
C -2.3792 0.7592 -0.9880 -0.308
C 0.2707 0.5510 6.7645 -0.080
C -0.2305 1.6893 -4.9768 -0.157
C -1.9639 0.9573 1.2982 -0.263
C 2.5100 -2.5918 -1.0791 -0.198
C 1.4942 -1.5581 6.8892 -0.069
C -3.2969 -1.7285 -0.9134 -0.001
C -2.5232 -0.5840 -0.3872 -0.279
C 1.8075 3.4801 -0.5191 -0.209
C 0.4360 0.5547 5.3767 -0.036
C -0.4369 -3.6562 -0.7661 -0.208
C -0.1836 -1.5819 -4.6602 -0.104
C 1.2292 -3.1588 1.3164 -0.215
C 3.3414 1.3376 0.7760 -0.192
C -1.9005 1.5351 2.6543 0.003
C 1.6389 -1.5322 5.5013 -0.013
C 1.0994 -0.4917 4.7343 -0.134
C 1.3639 -0.5499 3.2321 -0.545
C 2.0097 -0.1511 -4.6550 -0.161
C -1.9524 3.1704 -0.0936 0.004
C 0.3627 1.4158 -3.6240 -0.105
C 1.2133 2.7710 2.1685 -0.186
C -2.3660 -1.5362 2.0244 0.011
C -2.2217 -0.4608 1.0214 -0.295
H -0.2553 1.3526 7.2751 0.111
H -3.3381 0.4631 -2.9044 0.083
H 1.4274 -4.2039 1.0146 0.077
H 1.9115 -2.3647 7.4841 0.114
H -0.2505 -2.5295 -4.1291 0.094
H 2.4607 4.1228 0.1028 0.071
H -2.0056 -2.5118 1.6726 0.080
H -1.6572 2.6020 2.6367 0.088
H -2.8631 1.3916 3.1700 0.128
H 2.1111 3.3673 2.3756 0.074
H -1.8190 -1.3154 2.9482 0.101
H 0.7959 3.9115 -0.6739 0.050
H -3.0458 -2.6673 -0.4035 0.082
H 1.7717 0.2265 -2.4959 0.066
H -3.4283 -1.6658 2.2755 0.125
H 1.0515 1.9962 2.9313 0.035
H 0.3411 -3.0636 1.9678 0.062
H 3.3093 0.4729 1.4741 0.044
H 2.3986 -2.6862 -2.1722 0.056
H 3.8627 2.2114 1.2028 0.073
H 2.9004 -3.4849 -0.5605 0.069
H 2.9603 -0.6068 -4.3269 0.112
H 0.3073 3.3844 2.0521 0.049
H -4.3634 -1.5384 -0.7059 0.131
H 2.2570 3.1587 -1.4775 0.061
H 1.7376 -2.2030 -5.3377 0.113
H 0.5542 1.9288 -5.7161 0.124
H -1.1624 -3.2709 -1.4988 0.034
H -1.1336 1.0298 3.2543 0.055
H -0.6847 0.2873 -6.5493 0.117
H -1.5990 3.4924 -1.0789 0.092
H -0.8496 2.5995 -4.9108 0.114
H -2.5720 2.0398 -2.7022 0.086
H 3.7301 1.0411 -0.2171 0.063
H 0.9758 -0.9826 -6.3630 0.118
H -2.1821 -0.9254 -4.2847 0.084
H 2.0918 -2.6275 1.7575 0.050
H -4.0580 1.6886 -1.8024 0.127
H -0.9349 -3.9288 0.1874 0.063
H -3.1890 -1.9028 -1.9887 0.093
H 3.1112 -1.6983 -0.8121 0.062
H 0.1930 -4.4695 -1.1553 0.074
H 2.2879 0.5721 -5.4434 0.124
H -1.3234 3.6775 0.6487 0.078
H -0.1362 1.9081 -2.7872 0.082
H -2.9717 3.5648 0.0249 0.128
H 0.0667 1.4082 4.8064 0.094
H 2.2061 -2.3172 5.0064 0.122
H -2.1240 0.9342 -5.7561 0.116
```

Values from the calculation:
LUMO (alpha / beta) (eV): -8.81 / -6.79
HOMO (alpha / beta) (Eh): -0.475 / -0.475
Frontier orbital gap (alpha / beta) (Eh): 0.1511 / 0.2257
Total charge: +2

---

Record 6
The following is a quantum chemistry calculation of a structure of composition C11H10F9MnNO, from the Open Molecules 2025 dataset.

```
33
Properties=species:S:1:pos:R:3:lowdin_spin:R:1
Mn -0.3213 -0.2548 -1.3533 2.380
F -1.2549 -2.0473 2.0520 0.000
F 2.5065 -0.1660 2.1730 0.000
F -1.0036 2.1290 1.9552 0.000
F 1.1772 2.1367 2.0165 0.000
F 0.0351 1.5597 3.8095 0.000
F -1.3496 -0.7245 3.8109 0.001
F 1.3330 -0.7643 3.9404 0.001
F 1.4182 -2.0544 2.1577 0.001
F -2.3310 -0.1554 1.9239 0.001
O 0.1792 -0.1364 0.6310 0.053
N -2.2095 -0.6846 -1.4413 0.762
C 0.0920 -0.0406 1.9368 0.008
C 1.2582 -1.4484 -1.5811 -0.082
C -0.0463 -2.0585 -1.5881 -0.029
C -0.2842 2.0840 -1.1085 -0.008
C -1.2343 -0.7499 2.4552 0.001
C -1.2229 1.6475 -2.0824 -0.029
C 0.8832 0.8465 -2.6855 -0.034
C -0.5280 0.8677 -3.0875 -0.043
C 0.9787 1.5574 -1.4506 -0.023
C 0.0791 1.4716 2.4547 0.001
C 1.3610 -0.7660 2.5803 0.002
H -0.4771 2.6831 -0.2281 0.000
H -2.1210 -1.3120 -0.4475 0.021
H 1.7384 -1.4868 -2.5561 -0.003
H -0.9151 0.4573 -4.0249 0.002
H 1.7506 -1.7105 -0.6513 0.001
H -0.4075 -2.6857 -0.7374 0.003
H 1.9361 1.8198 -0.9741 0.000
H -2.2995 1.8673 -2.0474 0.002
H 1.7333 0.5735 -3.3221 0.000
H -0.4540 -2.4548 -2.5298 0.011
```

Values from the calculation:
Expectation value of S²: 3.910
LUMO (alpha / beta) (eV): -1.27 / -0.80
HOMO (alpha / beta) (Eh): -0.339 / -0.351
Frontier orbital gap (alpha / beta) (Eh): 0.2924 / 0.3211
Total charge: 0
Multiplicity: 4

---

Record 7
The following is a quantum chemistry calculation of a structure of composition C39H33BClNO5P2V, from the Open Molecules 2025 dataset.

```
83
Properties=species:S:1:pos:R:3:lowdin_spin:R:1
V -0.1792 -0.3425 -0.4750 1.929
Cl -4.5897 5.9937 1.8155 0.000
P 0.0685 -2.7411 -0.4487 0.018
P 0.3878 -1.2432 -2.6808 0.010
O -0.5204 1.3732 0.5145 0.001
O -3.2991 -0.8111 0.6977 -0.007
O -2.2247 -1.1864 -1.3027 0.017
O 1.4574 0.5194 0.0848 0.026
O 0.7754 3.9240 0.6005 0.001
N 0.1347 -2.8555 -2.1682 0.017
C -6.2511 -1.9066 -1.2303 0.003
C 0.6905 1.5639 0.1581 0.023
C -2.8131 -4.4733 1.8117 0.000
C 2.0059 -1.2118 -3.4739 -0.002
C 1.1795 2.9151 -0.2839 0.003
C 2.5307 -2.3165 -4.1410 -0.001
C -2.4900 -0.1931 -6.0921 0.000
C -1.7747 -3.6660 1.3720 -0.001
C 3.9630 0.0674 -4.0642 0.000
C -2.8211 -5.6153 -0.3091 0.000
C -5.6046 -2.1251 -2.4447 0.001
C -1.2510 -3.8392 0.0905 -0.001
C -3.3356 -5.4456 0.9694 -0.001
C -0.5504 4.3086 0.7735 0.000
C 2.8598 -5.1718 1.3028 0.000
C -1.7784 -4.8134 -0.7523 -0.001
C -0.7849 4.8357 2.0334 0.000
C -0.8790 -1.7000 -5.1357 -0.001
C 2.8132 -2.8673 -0.2486 0.001
C 1.6407 -4.6360 0.9043 -0.001
C -2.3796 0.6388 -4.9870 0.000
C -1.7418 -1.3631 -6.1655 0.000
C -5.5620 -1.4545 -0.1037 0.000
C 3.7648 -2.2271 -4.7661 0.000
C -0.7680 -0.8756 -4.0186 -0.002
C -2.7982 4.8143 0.1767 0.000
C -3.0266 5.3436 1.4297 0.000
C -4.2343 -1.8993 -2.5885 0.002
C 1.6139 -3.4874 0.1168 0.002
C 4.0462 -4.5639 0.9202 -0.001
C -1.5599 4.2839 -0.1895 0.000
C -1.5185 0.2950 -3.9524 0.003
C 4.4795 -1.0363 -4.7287 0.000
C -1.4268 3.7416 -1.5961 0.001
C -3.5847 -1.4601 -1.4655 -0.003
C 4.0244 -3.4099 0.1449 0.000
C -2.0171 5.3597 2.3742 0.000
C 2.7296 -0.0217 -3.4336 0.000
C -4.2164 -1.2446 -0.2600 -0.002
B -2.0876 -0.7969 0.0557 -0.044
H 0.7161 -5.1157 1.2017 0.000
H -6.1744 -2.4757 -3.2953 0.000
H -0.6663 4.2689 -2.1755 0.000
H 1.9888 -3.2546 -4.1910 0.000
H -0.2997 -2.6152 -5.2014 0.000
H -3.1605 0.0688 -6.9012 0.000
H -7.3147 -2.0918 -1.1560 0.000
H 2.8059 -1.9549 -0.8341 0.001
H -4.1523 -6.0704 1.3096 0.000
H -1.3782 -2.8966 2.0255 0.000
H 0.0313 4.8342 2.7459 0.000
H -3.6042 4.8134 -0.5485 0.000
H 4.1697 -3.0882 -5.2830 0.000
H -3.2369 -6.3692 -0.9657 0.000
H 5.4430 -0.9711 -5.2174 0.000
H -1.3933 -4.9337 -1.7583 0.000
H -1.4489 0.9377 -3.0851 0.003
H 0.7122 -3.5912 -2.5560 0.002
H 4.9939 -4.9867 1.2307 0.000
H -3.7117 -2.0552 -3.5256 0.000
H 4.9515 -2.9295 -0.1431 0.000
H -1.8255 -2.0067 -7.0324 0.000
H -3.2204 -4.3370 2.8054 0.000
H 0.8396 3.0708 -1.3016 0.002
H -2.9650 1.5485 -4.9283 0.000
H -6.0564 -1.2739 0.8423 0.000
H 2.3344 0.8364 -2.9008 0.000
H 2.2644 2.9063 -0.2842 0.000
H -1.1936 2.6763 -1.6022 0.001
H 4.5225 0.9932 -4.0299 0.000
H -2.1917 5.7713 3.3597 0.000
H 2.8801 -6.0669 1.9124 0.000
H -2.3737 3.8603 -2.1211 0.000
```

Values from the calculation:
Expectation value of S²: 2.043
LUMO (alpha / beta) (eV): -2.85 / -3.12
HOMO (alpha / beta) (Eh): -0.382 / -0.382
Frontier orbital gap (alpha / beta) (Eh): 0.2777 / 0.2675
Total charge: +1
Multiplicity: 3

---

Record 8
The following is a quantum chemistry calculation of the molecule C6H9N, from the Open Molecules 2025 dataset.

```
16
Properties=species:S:1:pos:R:3:nbo_charge:R:1
N -1.7626 -0.5958 -0.9553 -0.561
C 0.4002 0.9033 -1.2388 -0.485
C -1.5797 0.2885 0.1731 -0.061
C 1.5379 -0.6698 1.0169 -0.632
C -0.2185 1.0599 0.0955 -0.311
C 0.4252 -0.2679 0.0540 0.063
C -0.8924 -1.0357 0.1030 -0.127
H -0.0001 1.8746 0.7702 0.212
H -1.0458 -2.0148 0.5597 0.214
H -1.1484 -0.2792 -1.7133 0.359
H 2.4960 -0.2638 0.6993 0.226
H 1.3452 -0.2678 2.0310 0.218
H -2.4059 0.5889 0.8004 0.211
H -0.2127 1.2734 -2.0935 0.228
H 1.4271 1.1649 -1.4457 0.226
H 1.6345 -1.7588 1.1436 0.219
```

Values from the calculation:
LUMO (eV): 1.03
HOMO (Eh): -0.312
Frontier orbital gap (Eh): 0.3494
Total charge: 0

---

Number 1: DFT total energy -511.58729 hartree, maximum force 2.076 eV/Å, M 151.17 u. Number 2: DFT total energy -5464.80110 hartree, maximum force 0.394 eV/Å, M 685.25 u. Number 3: DFT total energy -224.75449 hartree, maximum force 4.756 eV/Å, M 66.06 u. Number 4: DFT total energy -1939.48688 hartree, maximum force 1.270 eV/Å, M 612.90 u. Number 5: DFT total energy -2978.51046 hartree, maximum force 3.991 eV/Å, M 691.25 u. Number 6: DFT total energy -2604.77150 hartree, maximum force 5.940 eV/Å, M 398.13 u. Number 7: DFT total energy -4048.57770 hartree, maximum force 1.219 eV/Å, M 754.85 u. Number 8: DFT total energy -288.60615 hartree, maximum force 1.490 eV/Å, M 95.14 u.